The following is a quantum chemistry calculation of a structure of composition C27H69F3N10O11P3V at a distorted geometry, from the Open Molecules 2025 dataset.

Geometry as XYZ:
```
124
Properties=species:S:1:pos:R:3:lowdin_charge:R:1
O 2.20 -1.61 -0.85 -0.19
V 3.54 -0.92 -0.55 1.24
C 1.48 0.66 1.96 -0.33
O 0.32 0.25 1.19 -0.13
O 2.61 0.47 1.13 -0.23
C 1.18 2.20 2.38 -0.47
F 1.85 2.62 3.49 0.10
F 1.34 3.18 1.49 0.12
F -0.12 2.38 2.79 0.08
C -0.96 -0.20 1.86 -0.23
C -2.08 0.02 0.96 -0.08
H -1.83 -0.31 -0.05 0.06
H -2.75 -0.78 1.26 0.09
H -2.48 1.03 1.04 0.08
H -1.06 0.17 2.88 0.12
H -0.76 -1.26 2.05 0.10
H 1.46 0.14 2.92 0.13
C -0.18 5.18 5.44 0.06
N 0.12 5.41 3.95 -0.39
O 1.33 5.35 3.63 0.03
O -0.82 5.59 3.19 0.06
H 0.34 5.96 6.00 0.09
H 0.28 4.29 5.88 0.09
H -1.25 5.26 5.58 0.09
C -1.13 4.52 0.00 -0.01
C -2.54 5.12 -0.53 -0.21
C -3.71 4.18 -0.08 -0.12
O -4.48 4.88 0.86 0.09
C -4.08 6.15 0.91 -0.55
O -4.76 7.06 1.29 0.16
O -3.01 6.36 0.09 0.07
H -0.31 5.15 -0.33 0.08
H -1.06 3.44 -0.16 0.06
H -1.07 4.58 1.08 0.05
H -2.51 5.14 -1.62 0.14
H -3.17 3.34 0.34 0.10
H -4.19 3.76 -0.96 0.13
O 3.71 -2.37 1.13 -0.36
P 4.09 -3.32 2.26 0.66
N 2.71 -3.76 3.18 -0.29
C 1.64 -2.79 3.21 -0.11
C 2.55 -4.87 4.12 -0.09
N 5.11 -2.59 3.45 -0.28
C 5.44 -1.14 3.39 -0.09
C 5.44 -3.19 4.78 -0.08
N 4.87 -4.72 1.85 -0.31
C 4.10 -5.77 1.10 -0.07
C 6.26 -4.95 1.88 -0.13
H 1.63 -2.06 4.02 0.09
H 0.75 -3.40 3.40 0.08
H 1.44 -2.21 2.31 0.06
H 2.92 -4.49 5.08 0.08
H 3.29 -5.62 3.84 0.07
H 1.60 -5.41 4.14 0.10
H 5.86 -0.89 2.42 0.07
H 4.57 -0.49 3.48 0.07
H 6.15 -0.86 4.17 0.08
H 5.50 -4.28 4.80 0.07
H 6.40 -2.76 5.07 0.09
H 4.63 -3.03 5.49 0.08
H 4.17 -6.70 1.67 0.09
H 3.04 -5.50 1.02 0.08
H 4.43 -5.97 0.08 0.08
H 6.52 -5.57 1.02 0.09
H 6.59 -5.46 2.78 0.09
H 6.84 -4.03 1.82 0.09
O 2.54 0.51 -2.16 -0.34
P 2.25 1.72 -3.02 0.68
N 3.18 1.75 -4.42 -0.31
C 3.72 2.98 -5.03 -0.08
C 3.32 0.51 -5.10 -0.12
N 2.46 3.26 -2.31 -0.30
C 2.65 3.22 -0.89 -0.12
C 2.06 4.52 -2.88 -0.11
N 0.67 1.85 -3.69 -0.28
C -0.40 1.59 -2.78 -0.13
C 0.28 1.41 -4.96 -0.15
H 2.94 3.66 -5.38 0.07
H 4.32 2.68 -5.89 0.08
H 4.37 3.52 -4.34 0.08
H 3.94 0.66 -5.99 0.09
H 2.34 0.32 -5.52 0.05
H 3.59 -0.30 -4.42 0.08
H 2.33 4.16 -0.44 0.09
H 2.08 2.39 -0.48 0.05
H 3.74 3.21 -0.80 0.09
H 0.98 4.58 -2.77 0.07
H 2.42 5.38 -2.31 0.10
H 2.19 4.69 -3.95 0.06
H -0.30 0.63 -2.27 0.08
H -0.27 2.24 -1.91 0.05
H -1.43 1.93 -2.93 0.10
H -0.73 1.68 -5.28 0.10
H 0.39 0.33 -5.06 0.09
H 0.95 1.85 -5.70 0.08
O -5.88 -3.12 -3.49 -0.32
P -5.26 -2.66 -2.20 0.65
N -3.56 -2.96 -2.13 -0.30
C -2.63 -2.84 -3.16 -0.17
C -2.83 -3.47 -0.92 -0.09
N -6.04 -3.54 -0.84 -0.27
C -6.33 -2.77 0.51 -0.07
C -7.18 -4.41 -1.21 -0.14
N -5.48 -1.00 -1.99 -0.32
C -6.76 -0.34 -2.33 -0.08
C -4.48 -0.06 -1.61 -0.15
H -2.10 -3.74 -3.50 0.08
H -1.81 -2.17 -2.91 0.07
H -3.01 -2.57 -4.15 0.09
H -2.33 -4.42 -1.11 0.08
H -3.40 -3.63 -0.01 0.07
H -2.05 -2.72 -0.78 0.06
H -5.42 -2.54 1.06 0.05
H -6.67 -1.75 0.30 0.05
H -6.99 -3.24 1.24 0.07
H -8.10 -3.83 -1.15 0.08
H -7.03 -4.96 -2.14 0.07
H -7.25 -5.14 -0.41 0.07
H -6.55 0.61 -2.82 0.08
H -7.28 -0.92 -3.10 0.08
H -7.36 -0.17 -1.44 0.08
H -3.50 -0.47 -1.39 0.06
H -4.90 0.55 -0.81 0.08
H -4.44 0.77 -2.32 0.07
```

orbital gap (alpha / beta)	4.783 / 5.181	eV
total charge	+1
E_LUMO (alpha / beta)	-5.2893 / -4.8914	eV
HOMO (alpha / beta)	-10.07 / -10.07	eV
electronic energy	-4712.638345	a.u.
molar mass	910.768	g mol⁻¹
multiplicity	2



The following is a quantum chemistry calculation of a structure of composition C26H43F3O2P2Tm at a distorted geometry, from the Open Molecules 2025 dataset.

Geometry as XYZ:
```
77
Properties=species:S:1:pos:R:3:lowdin_charge:R:1
Tm 1.41 -0.22 0.18 1.75
C -0.18 -1.58 1.21 -0.31
C -0.51 -1.40 -0.19 -0.34
C 1.45 -2.65 -0.09 -0.30
C 1.05 -2.33 1.26 -0.31
C 0.50 -2.08 -0.97 -0.34
C -1.05 -1.31 2.37 0.01
H -1.86 -0.63 2.11 0.09
H -0.48 -0.87 3.19 0.07
H -1.48 -2.26 2.74 0.12
C 1.67 -2.90 2.48 0.00
H 1.62 -2.17 3.29 0.09
H 2.71 -3.17 2.28 0.09
H 1.13 -3.81 2.81 0.12
C 2.58 -3.55 -0.45 -0.01
H 2.59 -4.47 0.15 0.11
H 3.55 -3.05 -0.30 0.10
H 2.52 -3.86 -1.50 0.08
C 0.42 -2.32 -2.43 -0.01
H -0.22 -3.19 -2.64 0.12
H 1.41 -2.50 -2.83 0.08
H 0.01 -1.44 -2.92 0.09
C -1.73 -0.75 -0.73 -0.02
H -2.42 -1.53 -1.08 0.12
H -1.50 -0.08 -1.57 0.08
H -2.22 -0.13 0.04 0.08
C -1.35 4.02 0.24 -0.11
C -2.37 3.15 0.26 -0.13
C -3.22 2.62 -0.86 -0.17
C -3.15 3.42 -2.19 -0.17
C -2.18 2.92 -3.21 -0.12
C -0.84 2.83 -3.07 -0.22
C -0.12 2.96 -1.74 -0.22
C -0.50 4.27 -0.98 -0.19
H -4.29 2.49 -0.54 0.13
H -2.96 4.48 -1.98 0.12
H -2.92 1.57 -1.01 0.08
H -1.03 4.93 -1.66 0.08
H -1.06 4.56 1.15 0.11
H -2.55 2.63 1.22 0.11
H 0.39 4.82 -0.62 0.10
H -0.32 2.08 -1.10 0.07
H -0.24 2.56 -3.95 0.06
H 0.99 2.89 -1.80 0.08
H -4.13 3.40 -2.67 0.11
H -2.61 2.47 -4.14 0.12
P 1.29 4.60 -3.96 0.85
P 3.06 2.60 -5.54 0.78
C 2.17 5.30 -5.47 -0.43
C 3.34 4.42 -5.90 -0.46
H 2.51 6.31 -5.17 0.08
H 1.43 5.43 -6.27 0.07
H 3.54 4.54 -6.98 0.08
H 4.26 4.69 -5.35 0.07
C 4.49 2.12 -6.61 -0.34
H 4.47 1.04 -6.78 0.03
H 5.42 2.39 -6.09 0.03
H 4.47 2.63 -7.58 0.04
C 1.74 2.36 -6.83 -0.32
H 1.95 2.95 -7.73 0.05
H 0.75 2.62 -6.45 0.02
H 1.75 1.29 -7.10 0.03
C 2.25 5.57 -2.72 -0.28
H 2.08 5.21 -1.70 0.01
H 1.94 6.62 -2.81 0.05
H 3.32 5.48 -2.96 0.04
C -0.25 5.59 -4.15 -0.26
H -0.20 6.24 -5.04 0.05
H -0.39 6.20 -3.24 0.04
H -1.11 4.90 -4.25 0.02
F 0.23 2.37 4.70 0.16
C 0.96 1.35 4.19 -0.45
F 2.27 1.52 4.50 0.15
F 0.53 0.19 4.80 0.11
C 0.86 1.16 2.61 -0.47
O 0.04 1.71 1.83 0.04
O 1.77 0.29 2.28 -0.14
```

orbital gap (alpha / beta)	5.326 / 5.385	eV
total charge	+1
E_LUMO (alpha / beta)	-4.6404 / -4.5818	eV
HOMO (alpha / beta)	-9.97 / -9.97	eV
electronic energy	-3234.198799	a.u.
molar mass	675.504	g mol⁻¹
multiplicity	3



The following is a quantum chemistry calculation of a cluster of 2 separate species, C36H35N2O3 in total at a distorted geometry, from the Open Molecules 2025 dataset.

Geometry as XYZ:
```
76
Properties=species:S:1:pos:R:3:lowdin_charge:R:1
H -0.63 1.86 -1.47 0.11
C -0.76 2.70 -2.23 -0.17
H 0.03 2.56 -2.98 0.11
C -2.10 2.56 -2.88 -0.07
C -3.00 3.57 -2.95 -0.07
N -2.82 4.78 -2.32 -0.05
C -3.86 5.75 -2.31 -0.19
C -5.21 5.34 -2.41 -0.02
C -6.22 6.29 -2.29 -0.04
C -5.92 7.63 -2.09 -0.29
C -7.03 8.60 -1.82 -0.06
C -4.59 8.05 -2.08 -0.03
C -3.56 7.11 -2.18 -0.01
C -1.62 5.01 -1.68 0.03
C -0.63 4.08 -1.63 -0.14
C 0.62 4.51 -0.94 -0.51
N 1.66 3.58 -0.95 0.14
O 0.71 5.58 -0.33 0.03
H -2.36 1.61 -3.34 0.10
H -3.93 3.49 -3.53 0.12
H -5.47 4.29 -2.56 0.10
H -7.28 5.99 -2.33 0.12
H -6.81 9.58 -2.25 0.08
H -7.97 8.22 -2.24 0.08
H -7.19 8.75 -0.74 0.09
H -4.35 9.10 -1.98 0.12
H -2.51 7.43 -2.17 0.11
H -1.54 5.98 -1.17 0.14
H 1.78 2.97 -1.76 0.09
H 2.51 3.89 -0.51 0.11
C 8.32 -5.15 3.33 -0.05
O 7.10 -5.91 3.24 -0.06
C 5.95 -5.27 2.89 -0.23
C 4.79 -6.07 2.75 0.03
C 3.65 -5.54 2.19 0.00
C 3.53 -4.14 1.95 -0.17
C 2.32 -3.59 1.37 -0.06
C 1.52 -4.38 0.50 -0.02
C 0.19 -4.16 0.16 0.04
C -0.66 -5.19 -0.43 -0.20
C -2.01 -4.89 -0.76 -0.02
C -2.84 -5.86 -1.31 -0.06
C -2.35 -7.15 -1.58 -0.05
C -1.03 -7.47 -1.23 -0.06
C -0.19 -6.51 -0.66 -0.01
C 1.92 -2.23 1.67 -0.18
C 2.17 -1.63 2.94 -0.01
C 1.68 -0.37 3.23 0.03
C 1.01 0.38 2.24 -0.22
O 0.67 1.66 2.57 -0.05
C -0.23 2.36 1.68 -0.04
C 0.75 -0.20 0.97 0.02
C 1.24 -1.46 0.71 -0.03
C 4.65 -3.33 2.28 0.00
C 5.87 -3.88 2.63 0.01
H 9.07 -5.90 3.58 0.10
H 8.57 -4.66 2.37 0.10
H 8.25 -4.39 4.13 0.10
H 4.87 -7.12 3.03 0.13
H 2.79 -6.17 1.97 0.12
H 2.01 -5.28 0.09 0.11
H -0.30 -3.23 0.42 0.12
H -2.38 -3.88 -0.59 0.12
H -3.88 -5.63 -1.53 0.11
H -2.98 -7.89 -2.06 0.11
H -0.65 -8.47 -1.40 0.11
H 0.83 -6.78 -0.39 0.11
H 2.74 -2.16 3.69 0.13
H 1.82 0.08 4.22 0.13
H -0.33 3.35 2.11 0.11
H 0.20 2.44 0.67 0.05
H -1.20 1.84 1.63 0.11
H 0.19 0.33 0.20 0.10
H 1.08 -1.88 -0.29 0.12
H 4.56 -2.25 2.22 0.12
H 6.77 -3.25 2.71 0.12
```

orbital gap	4.103	eV
total charge	+1
E_LUMO	-4.9387	eV
HOMO	-9.04	eV
electronic energy	-1727.775969	a.u.
molar mass	543.687	g mol⁻¹



The following is a quantum chemistry calculation of a structure of composition C3H6N2O2S at a distorted geometry, from the Open Molecules 2025 dataset.

Geometry as XYZ:
```
14
Properties=species:S:1:pos:R:3:nbo_charge:R:1
C 1.99 -0.17 -0.10 -0.12
C 0.81 0.66 -0.32 0.06
C -2.49 0.83 0.26 0.36
H 1.68 -1.38 1.36 0.47
H 2.50 0.33 0.72 0.17
H 2.75 -0.07 -0.86 0.19
H 0.91 1.77 -0.62 0.21
H -3.01 1.67 0.80 0.19
H -0.63 -1.51 -0.90 0.16
N -0.38 0.18 -0.06 -0.19
N -2.82 -0.37 0.16 -0.58
O 1.87 -1.44 0.15 -0.64
O -1.26 1.38 -0.34 -0.44
S -1.93 -1.88 -0.25 0.16
```

orbital gap	8.698	eV
total charge	0
E_LUMO	0.0120	eV
HOMO	-8.69	eV
electronic energy	-775.856362	a.u.
molar mass	134.160	g mol⁻¹



The following is a quantum chemistry calculation of a structure of composition C27H26FN7ORhSe at a distorted geometry, from the Open Molecules 2025 dataset.

Geometry as XYZ:
```
64
Properties=species:S:1:pos:R:3:nbo_charge:R:1
Rh -1.10 -1.62 1.07 1.00
O -1.72 -3.38 2.68 -0.71
C -0.64 -4.17 3.13 -0.10
C 0.71 -3.64 2.70 0.22
C 1.87 -4.03 3.35 -0.24
C 3.10 -3.64 2.84 -0.12
C 3.14 -2.87 1.68 -0.26
C 1.94 -2.51 1.11 0.06
N 0.75 -2.86 1.61 -0.51
H -1.82 -2.60 3.26 0.53
H -0.77 -5.17 2.71 0.21
H -0.65 -4.27 4.22 0.20
H 1.81 -4.65 4.23 0.24
H 4.01 -3.93 3.34 0.24
H 4.07 -2.56 1.24 0.24
H 1.91 -1.90 0.21 0.20
Se -3.42 -1.41 0.60 0.11
C -3.71 -1.68 -1.27 -0.16
C -3.01 -1.08 -2.30 -0.31
C -3.38 -1.34 -3.61 0.04
N -4.38 -2.15 -3.96 -0.41
C -5.06 -2.71 -2.96 0.05
C -4.78 -2.51 -1.61 -0.29
H -2.19 -0.40 -2.10 0.19
H -2.84 -0.88 -4.43 0.19
H -5.88 -3.35 -3.24 0.20
H -5.38 -2.99 -0.86 0.23
C 0.92 -2.46 -3.97 -0.41
N 0.21 -2.71 -2.73 -0.31
C -0.36 -3.89 -2.33 -0.05
C -0.93 -3.66 -1.12 -0.08
N -0.71 -2.35 -0.78 -0.45
C -0.01 -1.81 -1.76 0.19
H 0.89 -3.37 -4.57 0.23
H 1.96 -2.20 -3.77 0.22
H 0.44 -1.66 -4.53 0.23
H -0.32 -4.77 -2.95 0.24
H -1.49 -4.33 -0.49 0.25
H 0.32 -0.79 -1.81 0.22
F -1.37 -0.96 2.91 -0.69
N 0.46 5.20 -0.03 -0.54
C 1.26 6.31 0.18 0.18
C 1.17 7.62 -0.27 -0.26
C 2.18 8.47 0.14 -0.18
C 3.23 8.03 0.97 -0.22
C 3.30 6.73 1.41 -0.17
C 2.29 5.85 1.01 0.05
N 2.13 4.51 1.29 -0.42
C 1.04 4.17 0.66 0.30
C 0.52 2.80 0.68 0.10
C -0.57 2.38 -0.09 -0.25
C -0.97 1.07 -0.03 0.05
N -0.34 0.16 0.73 -0.38
C 0.68 0.56 1.51 0.06
C 1.14 1.86 1.50 -0.22
H -0.40 5.18 -0.54 0.42
H 0.37 7.96 -0.90 0.22
H 2.16 9.50 -0.19 0.22
H 3.99 8.74 1.26 0.22
H 4.10 6.39 2.05 0.23
H -1.11 3.06 -0.73 0.23
H -1.82 0.71 -0.60 0.23
H 1.11 -0.19 2.15 0.23
H 1.96 2.16 2.13 0.27
```

orbital gap	6.931	eV
total charge	+1
E_LUMO	-3.5007	eV
HOMO	-10.43	eV
electronic energy	-4114.720384	a.u.
molar mass	665.417	g mol⁻¹



The following is a quantum chemistry calculation of an isolated molecule of C4H5NO2S at a distorted geometry, from the Open Molecules 2025 dataset.

Geometry as XYZ:
```
13
Properties=species:S:1:pos:R:3:nbo_charge:R:1
O -2.68 -0.67 -1.35 -0.60
C -1.73 -0.64 -0.61 0.85
N -1.12 -1.60 0.18 -0.61
C 0.10 -1.16 0.69 -0.11
C 0.25 0.06 0.18 0.23
C 1.25 1.07 0.39 -0.55
S 1.96 1.83 -1.12 -0.03
O -0.81 0.38 -0.60 -0.46
H -1.59 -2.44 0.48 0.42
H 0.74 -1.79 1.32 0.23
H 0.76 1.91 0.92 0.23
H 2.06 0.69 1.04 0.25
H 0.81 2.35 -1.53 0.13
```

orbital gap	9.309	eV
total charge	0
E_LUMO	0.5961	eV
HOMO	-8.71	eV
electronic energy	-758.845832	a.u.
molar mass	131.156	g mol⁻¹
SMILES	O=c1[nH]cc(CS)o1



The following is a quantum chemistry calculation of a cluster of 2 separate species, C3H9NO2 in total, from the Open Molecules 2025 dataset.

Geometry as XYZ:
```
15
Properties=species:S:1:pos:R:3:nbo_charge:R:1
N -0.73 -1.23 0.71 -0.87
C -1.46 0.00 0.46 0.51
O -2.84 -0.14 0.53 -0.72
O -1.14 0.47 -0.80 -0.74
H -1.03 -1.94 0.05 0.36
H -0.92 -1.56 1.65 0.37
H -1.17 0.71 1.25 0.13
H -3.16 -0.30 -0.36 0.48
H -0.18 0.50 -0.89 0.50
C 1.94 0.03 -0.76 -0.43
C 2.26 1.13 -0.11 -0.37
H 2.00 -0.03 -1.84 0.20
H 1.60 -0.85 -0.25 0.22
H 2.60 2.02 -0.61 0.19
H 2.21 1.19 0.96 0.19
```

orbital gap	10.863	eV
total charge	0
E_LUMO	0.9936	eV
HOMO	-9.87	eV
electronic energy	-324.907664	a.u.
molar mass	91.110	g mol⁻¹
SMILES	NC(O)O.C=C